## A
C6H12N2 as an isolated structure, computed with ωB97M-V/def2-TZVPD.

Geometry as XYZ:
```
20
Properties=species:S:1:pos:R:3:lowdin_charge:R:1
C 0.40 0.62 1.13 -0.363
C 0.13 -0.94 0.60 -0.181
C 0.82 -0.90 -0.78 -0.117
C 0.45 0.62 -1.20 -0.182
C -0.40 0.90 -0.12 -0.324
C -1.28 -0.31 0.29 -0.455
H 2.00 1.57 0.07 0.155
H 2.45 0.64 1.80 0.149
H -0.32 0.69 2.12 0.173
H 0.38 -1.75 1.24 0.107
H 1.90 -1.23 -0.63 0.112
H 0.36 -1.43 -1.72 0.125
H 0.08 0.73 -2.13 0.068
H 1.34 1.14 -1.53 0.101
H -1.08 1.82 0.01 0.170
H -1.51 -0.20 1.39 0.126
H -1.93 -1.98 -0.65 0.177
H -3.28 -0.43 -0.44 0.174
N 1.68 1.25 1.18 -0.018
N -2.16 -0.81 -0.63 0.001
```

## Properties
HOMO energy = -8.4176 eV

=====

## B
A 2-piece molecular cluster, C6H12N2 overall, computed with ωB97M-V/def2-TZVPD.

Geometry as XYZ:
```
20
Properties=species:S:1:pos:R:3:lowdin_charge:R:1
C -1.46 0.80 0.78 0.041
C -0.38 0.23 1.23 -0.192
C -1.06 -0.44 0.10 -0.262
C 0.74 0.11 2.19 -0.019
C -1.69 -1.73 -0.06 -0.091
C 1.93 0.41 -1.43 -0.128
N -0.31 0.18 -1.82 -0.060
N 0.70 1.09 -1.84 -0.222
H -2.15 1.67 0.95 0.119
H 0.92 1.06 2.52 0.043
H 1.72 -0.10 1.68 0.088
H 0.63 -0.55 2.99 0.058
H -2.85 -1.59 -0.13 0.116
H -1.72 -2.21 0.94 0.073
H -1.17 -2.43 -0.73 0.080
H 2.38 0.67 -0.46 0.050
H 1.63 -0.67 -1.36 0.092
H 2.73 0.66 -2.10 0.053
H -1.10 0.83 -1.95 0.060
H 0.50 2.02 -1.49 0.098
```

## Properties
HOMO energy (spin up / spin down) = -6.3053 / -6.3065 eV

=====

## C
C6H12N2 as an isolated structure, computed with ωB97M-V/def2-TZVPD.

Geometry as XYZ:
```
20
Properties=species:S:1:pos:R:3:lowdin_charge:R:1
C 0.24 -0.76 1.04 -0.141
C 0.25 0.04 -0.09 -0.638
C 1.26 -0.81 -0.65 -0.209
C 1.26 1.11 0.09 -0.131
C -2.10 0.60 0.41 -0.234
C -2.33 -0.52 -0.54 -0.057
H 1.22 -1.33 1.45 0.142
H -0.64 -1.48 1.20 0.112
H 0.26 0.09 1.94 0.126
H 1.51 -1.86 -0.33 0.128
H 1.31 -0.64 -1.77 0.126
H 3.27 0.29 -0.61 0.100
H 1.28 1.93 -0.79 0.153
H 1.28 1.55 1.26 0.152
H -2.18 0.28 1.33 0.058
H -2.54 1.55 0.14 0.114
H -2.30 -1.45 0.04 0.089
H -3.17 -0.35 -1.31 0.126
N 2.40 0.08 -0.08 -0.028
N -1.08 0.42 -0.50 0.012
```

## Properties
HOMO energy = -8.8072 eV

=====

What is the stability order? It is A, B, C, from most stable to least stable.